No. 1
Here is a 3-piece molecular cluster, C24H38N2O3 overall from OMol25. Energies are from the ωB97M-V functional and the def2-TZVPD basis.

Summary:
Energy above the lowest of the compared OMol25 structures with the same formula, charge and spin = 486.6 kJ/mol
Highest occupied orbital energy = -8.5269 eV
Energy = -1272.37225 Ha
SMILES = CCCCCCC[C@@H](COCCON=O)NC.c1ccccc1.c1ccccc1

```
67
Properties=species:S:1:pos:R:3:forces:R:3:mulliken_charge:R:1
C -3.16262 3.22903 -1.30758 -0.04 -0.07 -0.03 -1.007
C -2.89797 4.03300 -0.04220 -0.03 -0.03 0.04 -0.516
C -1.43169 4.39991 0.15609 0.08 0.06 -0.11 -0.801
C -0.50385 3.19415 0.33355 -0.06 0.03 -0.10 -0.350
C 0.80414 3.50896 1.07485 -0.09 0.07 0.04 -0.532
C 1.20061 2.50108 2.16965 0.11 0.01 -0.01 -0.732
C 2.48908 1.71531 1.91675 -0.18 0.03 -0.01 -1.416
C 2.42023 0.66529 0.80569 -0.08 -0.04 -0.12 0.683
C 1.33283 -0.38151 1.12667 0.11 -0.25 -0.12 -1.158
O 0.22070 -0.25277 0.26220 -0.19 0.34 0.07 -0.246
C -0.87254 -1.07798 0.58948 0.11 -0.01 -0.16 -0.554
C -1.06555 -2.14265 -0.46779 -0.11 -0.19 0.19 -0.401
O 0.19911 -2.78744 -0.61395 0.23 -0.10 -0.13 -0.142
N 0.10638 -3.92961 -1.51651 -0.39 0.00 0.17 0.164
O 0.42345 -3.63621 -2.58731 0.18 0.02 -0.14 -0.248
N 2.19169 1.24682 -0.52205 0.37 -0.09 0.04 -0.166
C 3.34190 1.98640 -1.05427 -0.09 -0.10 -0.02 -1.028
H -2.50259 2.36341 -1.37739 0.02 -0.04 0.01 0.168
H -3.00582 3.83777 -2.19913 0.06 0.01 -0.03 0.340
H -4.18971 2.86434 -1.33606 -0.05 0.01 -0.02 0.351
H -3.24330 3.46819 0.82943 0.02 -0.04 0.03 0.259
H -3.49798 4.94526 -0.06926 -0.03 0.03 0.02 0.359
H -1.10430 4.98692 -0.70841 0.07 0.09 0.04 0.290
H -1.34104 5.05554 1.02541 -0.05 0.01 0.05 0.416
H -1.05123 2.40891 0.86385 0.00 -0.02 0.07 0.073
H -0.25568 2.78061 -0.64363 -0.04 -0.19 0.02 0.300
H 0.71653 4.49774 1.53108 -0.02 0.03 0.02 0.600
H 1.60869 3.57782 0.34794 0.11 0.08 -0.05 0.224
H 0.37742 1.80471 2.34198 -0.06 -0.04 -0.01 0.280
H 1.33289 3.03718 3.11170 0.00 -0.01 0.05 0.389
H 2.75826 1.17580 2.82947 0.02 0.00 0.04 0.463
H 3.30467 2.42014 1.74564 0.07 0.01 -0.10 0.400
H 3.36721 0.10397 0.81405 0.13 0.10 0.10 0.175
H 1.75650 -1.38775 1.03079 -0.04 -0.02 -0.05 0.348
H 1.00534 -0.26811 2.16485 0.02 0.02 0.07 0.498
H -1.77724 -0.46433 0.63009 -0.03 -0.02 0.08 0.107
H -0.72717 -1.56314 1.55777 0.00 0.04 0.07 0.409
H -1.38577 -1.71245 -1.41992 0.10 0.07 -0.05 0.342
H -1.82548 -2.85356 -0.12508 -0.04 -0.02 -0.07 0.402
H 2.00059 0.48209 -1.15734 -0.32 0.08 0.02 0.253
H 3.00812 2.87140 -1.59868 -0.01 0.03 -0.02 0.314
H 3.94593 1.38429 -1.73892 0.06 -0.04 0.01 0.288
H 4.00353 2.32225 -0.25963 0.01 0.04 0.08 0.357
C 3.67811 -3.06579 -0.73927 0.03 0.08 0.02 0.210
C 4.59551 -2.30830 -1.45510 0.00 0.00 0.00 -0.645
C 5.94425 -2.63366 -1.41979 0.01 0.01 -0.01 -0.431
C 6.37612 -3.71750 -0.66796 0.01 0.00 0.00 -0.411
C 5.45987 -4.47485 0.04855 0.00 0.00 0.00 -0.444
C 4.11134 -4.14812 0.01378 -0.02 -0.01 0.01 -0.414
H 2.63033 -2.79932 -0.75844 -0.04 -0.01 -0.01 0.286
H 4.25675 -1.46453 -2.04360 0.00 0.01 0.00 0.385
H 6.65918 -2.04377 -1.97905 0.00 0.00 0.00 0.369
H 7.42771 -3.97278 -0.64124 0.00 0.00 0.00 0.363
H 5.79753 -5.31944 0.63539 0.00 0.00 0.00 0.369
H 3.39572 -4.73725 0.57353 0.00 0.00 0.00 0.409
C -6.18925 -1.33028 1.25440 0.00 -0.01 0.00 -0.504
C -5.23231 -0.51983 0.65980 0.01 0.01 0.01 -0.352
C -4.74500 -0.83370 -0.60129 0.07 0.01 0.00 -0.182
C -5.21143 -1.95811 -1.26792 0.01 -0.01 0.00 -0.587
C -6.16798 -2.76878 -0.67282 0.00 -0.01 0.01 -0.360
C -6.65667 -2.45469 0.58795 0.00 0.00 0.00 -0.393
H -6.57181 -1.08473 2.23668 0.00 0.00 0.00 0.372
H -4.86674 0.35824 1.17771 -0.01 0.00 0.00 0.401
H -3.99841 -0.19954 -1.06269 0.00 0.03 -0.03 0.486
H -4.83085 -2.20191 -2.25176 0.00 0.00 0.00 0.388
H -6.53314 -3.64540 -1.19214 0.00 0.00 0.00 0.371
H -7.40312 -3.08672 1.05144 0.00 0.00 0.00 0.361
```
Forces are in eV/Å.


No. 2
Here is C24H38N4O4PReS as an isolated structure from OMol25. Energies are from the ωB97M-V functional and the def2-TZVPD basis.

Summary:
Multiplicity = 2
Total charge = +1
Energy above the lowest of the compared OMol25 structures with the same formula, charge and spin = 37.5 kJ/mol
Highest occupied orbital energy (spin up / spin down) = -11.1081 / -11.0134 eV
Energy = -2274.83398 Ha

```
73
Properties=species:S:1:pos:R:3:forces:R:3:lowdin_spin:R:1
Re -1.38346 -0.03590 0.22162 1.18 -0.18 0.72 0.798
C -4.40924 -7.06110 1.37310 0.03 0.04 0.01 0.000
C -3.53722 -5.84515 1.50561 -0.01 -0.04 0.01 0.001
C -3.97438 -4.59973 1.05362 0.00 0.01 0.01 0.000
C -3.18798 -3.47209 1.19521 0.02 -0.01 -0.04 0.001
C -1.94059 -3.60276 1.79625 -0.01 -0.03 0.12 0.000
C -1.47967 -4.82840 2.26193 -0.01 0.00 0.02 0.001
C -2.28393 -5.94281 2.10940 -0.01 0.02 -0.02 0.000
S -0.91146 -2.20856 1.95710 0.11 -0.04 -0.23 0.008
O -1.74075 -1.00104 2.21754 -0.22 0.21 -0.38 0.046
O 0.16508 -2.48672 2.84640 0.02 -0.04 0.01 0.000
N -0.47203 -1.75833 0.44024 -0.08 0.33 0.10 -0.002
C 0.27172 -2.53226 -0.47752 0.10 -0.18 -0.28 0.003
C 1.03194 -3.62191 -0.07621 0.02 -0.05 0.16 0.000
C 1.71778 -4.32481 -1.05180 0.04 -0.06 0.04 0.000
C 1.63530 -3.91645 -2.37141 -0.04 0.07 -0.07 0.000
C 0.86131 -2.80216 -2.65966 0.05 -0.04 0.06 0.000
N 0.18951 -2.12024 -1.73574 -0.06 0.07 0.07 0.007
H -5.22252 -6.89396 0.66984 0.00 0.00 0.00 0.000
H -4.84660 -7.31648 2.34009 0.00 0.00 0.00 0.000
H -3.82923 -7.92062 1.03832 -0.01 -0.01 0.00 0.000
H -4.94889 -4.51274 0.59041 0.00 0.00 0.00 0.000
H -3.54083 -2.50766 0.85338 -0.01 0.00 0.01 0.000
H -0.51563 -4.89499 2.74761 -0.01 -0.01 0.00 0.000
H -1.93763 -6.90362 2.46878 0.00 0.00 0.00 0.000
H 1.10290 -3.89484 0.96859 0.02 -0.01 -0.06 0.000
H 2.31969 -5.18104 -0.77668 -0.01 0.01 0.00 0.000
H 2.15839 -4.43985 -3.15865 0.00 0.00 0.00 0.000
H 0.77083 -2.43588 -3.67551 0.00 -0.01 -0.01 0.000
O -4.51829 -0.66887 -1.92215 0.43 0.20 0.25 0.005
N -3.52129 -0.13558 -1.69333 -0.33 -0.11 -0.39 0.032
O -3.18782 -0.22645 -0.26548 -0.75 0.02 0.03 0.050
C 2.63600 0.38093 -0.06968 -0.04 0.02 -0.01 0.001
C 2.47594 1.83996 0.39901 -0.04 -0.06 0.00 -0.001
C 3.65279 2.68582 -0.09870 0.00 0.00 -0.03 0.000
C 2.50569 1.77901 1.93330 -0.04 0.07 -0.02 0.000
P 0.82142 2.51135 -0.17622 0.14 -0.04 -0.12 0.009
N -0.23478 1.28748 0.00905 -0.56 -0.10 -0.09 0.021
C 0.80311 2.88481 -2.01803 0.03 0.00 0.09 -0.001
C 1.50229 4.21513 -2.31971 0.00 0.01 -0.03 0.000
C 1.50933 1.74955 -2.77631 -0.01 0.03 0.05 0.001
C -0.63959 2.91137 -2.54997 0.01 0.03 0.02 0.005
C 0.20382 3.94387 0.85847 -0.09 -0.08 0.05 0.003
C -1.03576 4.54583 0.18194 0.01 0.02 -0.05 0.000
C 1.26282 5.03709 1.02891 0.05 0.00 -0.04 0.001
C -0.26620 3.44068 2.23762 0.07 0.00 -0.06 0.000
H 3.58949 0.01683 0.31764 0.01 0.03 0.02 0.000
H 2.65184 0.25936 -1.14627 -0.01 -0.02 -0.01 0.000
H 1.84917 -0.25073 0.34137 0.02 0.00 -0.02 0.001
H 4.56511 2.29649 0.35721 0.00 0.00 0.01 0.000
H 3.56575 3.73475 0.18322 0.02 0.00 0.00 0.000
H 3.77966 2.62422 -1.17824 0.02 0.01 0.03 0.000
H 3.40276 1.23016 2.22507 0.00 0.00 -0.02 0.000
H 1.64694 1.23878 2.33294 -0.01 0.01 0.04 0.000
H 2.56757 2.76140 2.39346 -0.04 0.04 0.04 0.000
H 2.52592 4.24176 -1.94745 -0.03 0.04 -0.03 0.000
H 0.96214 5.07022 -1.91636 0.00 -0.02 -0.04 0.000
H 1.54317 4.33922 -3.40349 0.00 -0.01 -0.01 0.000
H 2.57954 1.71568 -2.58752 -0.01 -0.03 0.00 0.000
H 1.37789 1.93622 -3.84342 -0.02 0.01 0.00 0.000
H 1.05859 0.78218 -2.54780 0.04 -0.03 -0.02 0.001
H -1.21661 3.76110 -2.20235 -0.02 -0.04 -0.01 0.000
H -1.16991 1.99149 -2.30695 -0.03 0.00 -0.01 0.007
H -0.58545 2.97922 -3.63797 0.03 0.01 0.00 0.000
H -0.80037 5.05726 -0.74830 -0.02 0.00 0.02 0.000
H -1.45837 5.28878 0.86016 0.02 -0.01 0.02 0.000
H -1.80133 3.79088 0.00161 -0.03 0.02 -0.03 0.000
H 1.61581 5.42966 0.07497 0.00 0.00 0.08 0.000
H 2.12086 4.70069 1.60694 0.02 -0.01 0.01 0.000
H 0.80705 5.86413 1.57666 0.00 0.00 0.00 0.000
H -0.93438 2.58487 2.15121 -0.02 -0.02 0.01 0.000
H -0.82467 4.25033 2.71069 0.01 0.01 -0.03 0.000
H 0.54997 3.18518 2.90238 0.08 -0.06 0.02 0.000
```
Forces are in eV/Å.


No. 3
Here is a 6-piece molecular cluster, C24H38N9 overall from OMol25. Energies are from the ωB97M-V functional and the def2-TZVPD basis.

Summary:
Total charge = +1
Highest occupied orbital energy = -11.3911 eV
Energy = -1429.82788 Ha

```
71
Properties=species:S:1:pos:R:3:forces:R:3:mulliken_charge:R:1
C 0.32956 1.92741 -3.66962 0.26 -0.64 -0.03 -1.513
C -0.15190 0.84860 -2.72542 0.06 0.37 -0.12 0.726
C -0.11589 -0.48255 -3.12113 -0.02 -0.23 -0.11 -1.010
C -0.51784 -1.49137 -2.26088 -0.12 0.19 0.31 -0.403
C -0.96758 -1.15973 -0.99204 -0.28 -0.55 0.38 0.162
C -1.38548 -2.21039 0.02191 -0.23 -0.16 0.38 -1.403
C -0.44668 -2.09775 1.23082 -0.55 1.01 -0.77 -0.124
N -0.71917 -2.89812 2.45930 0.56 0.02 -0.32 -0.004
C 0.22266 -2.67775 3.29356 0.40 0.09 0.75 -0.185
C 1.27460 -1.77853 2.74860 -0.17 -0.39 -1.62 -0.945
C 1.09025 -2.04774 1.17313 -0.12 -0.36 2.19 0.610
C 1.96653 -3.29705 0.97289 -0.28 0.37 -1.16 -2.176
C 1.95735 -4.02570 -0.37348 1.26 -0.95 -0.11 0.874
N 3.03352 -5.05127 -0.23872 -0.15 0.22 0.21 -0.645
N 0.71032 -4.72151 -0.68576 -0.06 0.63 -0.08 -0.635
N 2.35029 -3.11823 -1.44898 -0.52 -0.31 -0.02 -0.658
C -1.04681 0.16471 -0.59602 0.09 0.61 -0.39 0.250
C -0.63625 1.16856 -1.45937 0.20 -0.12 -0.26 -1.351
H 1.13950 1.50757 -4.27016 -0.03 0.14 -0.09 0.408
H 0.73886 2.78498 -3.14020 -0.24 0.11 0.00 0.396
H -0.46228 2.22305 -4.35801 0.00 0.21 0.09 0.293
H 0.23956 -0.73363 -4.11422 0.03 0.01 0.03 0.428
H -0.49617 -2.53725 -2.53791 0.08 0.06 -0.22 0.445
H -2.37411 -1.91144 0.39098 -0.02 -0.18 0.01 0.458
H -1.51078 -3.20803 -0.39506 0.28 0.02 -0.13 0.477
H -0.68781 -1.08864 1.58939 0.11 0.05 -0.12 0.405
H -1.52761 -3.48398 2.62572 -0.04 0.05 0.06 0.306
H 0.23662 -3.11961 4.28443 -0.19 -0.04 -0.05 0.440
H 1.03017 -0.71900 2.89557 -0.02 -0.06 0.48 0.358
H 2.28635 -2.04527 3.03857 -0.09 0.21 0.53 0.465
H 1.38398 -1.13578 0.66239 0.18 -0.32 -0.47 0.708
H 1.81002 -4.05552 1.74710 -0.14 0.10 0.06 0.297
H 2.99544 -2.95319 1.09256 0.00 -0.08 0.12 0.390
H 3.38111 -5.28319 -1.16236 -0.06 -0.06 -0.02 0.308
H 2.61097 -5.90307 0.11496 0.11 -0.03 0.05 0.289
H 0.29335 -4.33666 -1.52400 -0.16 -0.05 0.07 0.278
H 0.04003 -4.64492 0.06610 -0.05 -0.02 -0.05 0.315
H 2.14633 -3.60565 -2.31966 -0.01 0.22 -0.09 0.299
H 3.36346 -3.04576 -1.43817 -0.01 0.21 0.15 0.310
H -1.40549 0.45762 0.38056 -0.10 -0.17 0.01 0.847
H -0.65832 2.21490 -1.17774 -0.15 -0.06 0.16 0.424
C -0.69921 3.85612 1.68296 -0.22 -0.30 -0.06 -1.016
C -0.34959 2.46996 1.96884 -0.17 0.05 0.07 0.620
N -0.11030 1.36766 2.18742 0.16 -0.04 0.14 -0.430
H -0.76007 4.42539 2.60716 0.05 0.03 -0.01 0.374
H 0.05030 4.30402 1.04184 0.02 0.05 -0.02 0.208
H -1.66586 3.88443 1.17679 -0.01 -0.03 0.00 0.270
C -5.13027 1.16623 -1.58844 0.10 0.08 0.01 -0.776
C -4.33907 2.26642 -1.04681 -0.01 -0.01 0.00 0.391
N -3.71881 3.13355 -0.62212 0.11 -0.07 0.07 -0.437
H -6.00424 1.54990 -2.10939 -0.03 0.01 0.05 0.350
H -4.52225 0.59166 -2.28699 0.02 0.00 0.01 0.174
H -5.45797 0.51330 -0.78166 -0.03 0.01 0.00 0.274
C -6.33125 -0.54375 -4.99345 -0.04 0.04 0.05 -0.785
C -7.25127 0.17430 -4.11527 -0.05 -0.08 -0.14 0.409
N -7.98361 0.73515 -3.43290 0.07 0.00 0.04 -0.416
H -6.73603 -0.57496 -6.00290 0.01 0.00 -0.01 0.320
H -5.36709 -0.03842 -5.01338 0.00 0.00 -0.02 0.257
H -6.19493 -1.56163 -4.63321 -0.01 -0.01 -0.01 0.264
C 3.43905 5.50371 2.10902 -0.58 0.32 -0.26 -0.719
C 2.09310 5.95035 1.73858 0.18 0.21 0.00 0.423
N 1.04470 6.32034 1.44976 0.14 0.01 0.02 -0.486
H 3.97314 5.17171 1.22388 0.05 -0.03 0.02 0.328
H 3.98294 6.32673 2.56485 0.05 -0.03 0.02 0.344
H 3.37203 4.68708 2.81358 -0.04 -0.06 0.05 0.109
C 5.49765 2.30388 4.89923 0.01 0.04 -0.04 -0.765
C 5.57689 3.32157 3.85555 0.08 -0.04 0.05 0.385
N 5.63605 4.12422 3.03772 0.31 -0.23 0.15 -0.391
H 5.96396 1.38389 4.55211 0.01 0.00 0.01 0.265
H 6.01569 2.65046 5.79112 0.00 0.00 0.00 0.274
H 4.45569 2.10764 5.14645 0.01 0.01 0.01 0.265
```
Forces are in eV/Å.


Question: What is the energy in the third record?
Answer: -1429.82788 Ha


Question: Which value of energy does entry 2 give?
Answer: -2274.83398 Ha


Question: Which value of energy does entry 2 give?
Answer: -2274.83398 Ha